# 1
A single C2H2FN molecule at a distorted geometry, computed with ωB97M-V with the def2-TZVPD basis set.

The geometry in ORCA input format:
```
! RIJCOSX wB97M-V def2-TZVPD def2/J DEFGRID3
* xyz 0 1
F -1.563 0.393 -0.252
C -0.399 0.215 0.395
C 0.763 -0.288 -0.446
N 0.246 -1.174 0.302
H -0.212 0.860 1.339
H 1.165 -0.007 -1.338
*
```

Results
SMILES: F[C@@H]1C=N1
Energy, a.u.: -231.92861
E_HOMO, hartree: -0.3617
Gap between HOMO and LUMO, eV: 10.6
Relative energy (zero: lowest compared OMol25 entry of this formula, charge and spin), kJ/mol: 182.9

---

# 2
A single C2H2FNO2 molecule at a distorted geometry, computed with ωB97M-V with the def2-TZVPD basis set.

The geometry in ORCA input format:
```
! RIJCOSX wB97M-V def2-TZVPD def2/J DEFGRID3
* xyz 0 1
C -0.122 0.156 0.072
C -1.818 0.509 -0.091
F -2.124 1.759 0.010
N -2.804 -0.488 -0.050
O -2.380 -1.626 0.037
O -3.981 -0.181 0.043
H 0.455 0.905 0.443
H 0.271 -0.733 -0.220
*
```

Results
SMILES: C=C(F)[N+](=O)[O-]
Energy, a.u.: -382.26412
E_HOMO (spin up / spin down), hartree: -0.3665 / -0.3781
Gap between HOMO and LUMO (spin up / spin down), eV: 8.6 / 8.6
Relative energy (zero: lowest compared OMol25 entry of this formula, charge and spin), kJ/mol: 699.2

---

# 3
A molecular structure, C2H2FO2Pd at a distorted geometry, computed with ωB97M-V with the def2-TZVPD basis set.

The geometry in ORCA input format:
```
! RIJCOSX wB97M-V def2-TZVPD def2/J DEFGRID3
* xyz 0 4
F -1.682 1.379 0.182
C -0.795 0.419 0.258
C -0.838 -0.867 0.095
H -1.548 -1.569 0.513
O 0.601 1.111 -0.235
O 1.426 0.056 -0.783
H 0.369 -1.084 -0.469
Pd 2.467 0.555 0.440
*
```

Results
Energy, a.u.: -455.20800
E_HOMO (spin up / spin down), hartree: -0.2358 / -0.3903
Gap between HOMO and LUMO (spin up / spin down), eV: 6.6 / 8.5

---

# 4
A molecular structure, C2H2FO2Rb at a distorted geometry, computed with ωB97M-V with the def2-TZVPD basis set.

The geometry in ORCA input format:
```
! RIJCOSX wB97M-V def2-TZVPD def2/J DEFGRID3
* xyz 0 1
H 0.680 0.392 1.362
O 0.463 -1.343 -0.541
C 0.834 -0.272 -0.062
C -0.165 0.761 0.420
O -1.409 0.383 0.326
F 1.962 0.315 -0.589
H 0.119 1.787 0.097
Rb -2.485 -2.022 -1.014
*
```

Results
Energy, a.u.: -351.76631
E_HOMO, hartree: -0.2556
Gap between HOMO and LUMO, eV: 6.1
Relative energy (zero: lowest compared OMol25 entry of this formula, charge and spin), kJ/mol: 136.5

---

Please write out number 2 again, unchanged.
A single C2H2FNO2 molecule at a distorted geometry, computed with ωB97M-V with the def2-TZVPD basis set.

The geometry in ORCA input format:
```
! RIJCOSX wB97M-V def2-TZVPD def2/J DEFGRID3
* xyz 0 1
C -0.122 0.156 0.072
C -1.818 0.509 -0.091
F -2.124 1.759 0.010
N -2.804 -0.488 -0.050
O -2.380 -1.626 0.037
O -3.981 -0.181 0.043
H 0.455 0.905 0.443
H 0.271 -0.733 -0.220
*
```

Results
SMILES: C=C(F)[N+](=O)[O-]
Energy, a.u.: -382.26412
E_HOMO (spin up / spin down), hartree: -0.3665 / -0.3781
Gap between HOMO and LUMO (spin up / spin down), eV: 8.6 / 8.6
Relative energy (zero: lowest compared OMol25 entry of this formula, charge and spin), kJ/mol: 699.2

---

- What is the energy in the first record?
  -231.92861 a.u.

---

What did the second record say?
A single C2H2FNO2 molecule at a distorted geometry, computed with ωB97M-V with the def2-TZVPD basis set.

The geometry in ORCA input format:
```
! RIJCOSX wB97M-V def2-TZVPD def2/J DEFGRID3
* xyz 0 1
C -0.122 0.156 0.072
C -1.818 0.509 -0.091
F -2.124 1.759 0.010
N -2.804 -0.488 -0.050
O -2.380 -1.626 0.037
O -3.981 -0.181 0.043
H 0.455 0.905 0.443
H 0.271 -0.733 -0.220
*
```

Results
SMILES: C=C(F)[N+](=O)[O-]
Energy, a.u.: -382.26412
E_HOMO (spin up / spin down), hartree: -0.3665 / -0.3781
Gap between HOMO and LUMO (spin up / spin down), eV: 8.6 / 8.6
Relative energy (zero: lowest compared OMol25 entry of this formula, charge and spin), kJ/mol: 699.2

---

- Which formula does entry 2 have?
  C2H2FNO2